Molecular formula: C22H66O11
Method: DFT, wB97M-V/def2-TZVPD

Structure (XYZ):
```
99
Properties=species:S:1:pos:R:3:forces:R:3
C -7.593921 -2.608792 3.385056 0.550 -1.419 -0.662
C -6.839059 -1.435559 2.939652 0.749 2.693 -1.156
O -5.607069 -1.726812 2.259968 0.084 -1.415 0.504
H -7.908842 -3.122406 2.476693 -0.468 -0.240 0.185
H -8.438269 -2.322534 4.012150 0.141 -0.188 -0.037
H -6.888525 -3.290312 3.860503 -0.299 -0.095 0.532
H -6.677555 -0.743686 3.766286 0.249 0.063 0.152
H -7.410765 -0.900269 2.181555 -0.524 0.303 0.222
H -5.073982 -0.958835 2.041727 -0.431 0.287 0.255
C -1.119027 -6.886587 3.569274 0.687 -0.945 1.245
C -1.805971 -5.562128 3.856595 0.138 -1.580 -0.152
O -2.308638 -5.349956 2.558438 -0.422 1.511 -0.490
H -1.813583 -7.712201 3.414115 -0.284 0.271 -0.164
H -0.471021 -7.240115 4.371282 0.090 0.180 0.254
H -0.487577 -6.821435 2.683204 -0.127 0.276 -0.002
H -1.118684 -4.853283 4.318407 0.327 0.554 -0.808
H -2.607815 -5.615568 4.592987 -0.281 -0.428 -0.010
H -2.799089 -4.527271 2.493196 -0.150 0.180 0.075
C -5.902482 8.309776 0.335165 -0.221 -2.424 -0.387
C -5.879999 6.807654 0.845138 1.017 1.770 0.859
O -4.541950 6.350974 1.101673 -0.415 -0.075 -0.439
H -6.968586 8.533755 0.298493 0.101 0.674 0.101
H -5.526411 8.301257 -0.687872 0.092 0.328 -0.034
H -5.291056 8.958615 0.962278 -0.326 -0.082 0.037
H -6.407316 6.110557 0.193927 -0.150 0.190 -0.030
H -6.324405 6.847193 1.839644 -0.350 -0.375 -0.109
H -4.231967 5.948763 0.286976 0.264 -0.016 -0.015
C 7.396443 -2.652829 -0.909692 -0.692 0.388 0.923
C 8.446943 -3.734126 -0.633895 -0.261 -1.149 -1.526
O 9.337948 -3.914126 -1.766548 0.274 0.744 0.555
H 7.227142 -2.428758 -1.962895 0.515 -0.089 -0.073
H 7.517710 -1.717990 -0.362454 0.731 0.167 -0.273
H 6.398831 -2.909960 -0.553687 -0.047 -0.687 0.098
H 7.990962 -4.723887 -0.610248 -0.646 0.082 0.685
H 9.039905 -3.666605 0.278218 0.011 0.559 -0.242
H 8.760361 -4.154702 -2.494624 0.114 -0.015 -0.145
C -6.068740 -3.455878 -3.828412 0.677 0.131 0.829
C -4.962517 -2.357071 -3.797893 -1.087 -1.673 -1.022
O -4.771569 -2.103221 -5.186851 0.561 1.154 -0.274
H -6.448702 -3.615365 -2.819312 -0.285 -0.253 -0.072
H -5.661184 -4.386499 -4.223285 0.361 -0.111 0.341
H -6.866762 -3.266677 -4.546370 -0.055 0.741 0.332
H -4.041152 -2.716299 -3.339477 -0.016 -0.163 0.096
H -5.255649 -1.468197 -3.239266 -0.170 0.173 -0.429
H -4.013733 -2.585277 -5.525831 0.017 0.002 0.207
C 5.229980 -2.022892 5.343223 0.146 -0.500 0.750
C 6.180541 -0.876457 5.645913 1.682 -0.378 -0.681
O 7.327562 -1.224758 6.508268 -1.208 0.267 -0.826
H 5.474975 -2.728167 4.549080 0.505 0.579 -0.436
H 4.241561 -1.616727 5.128387 -0.151 -0.314 0.332
H 5.293072 -2.693028 6.200566 -0.848 0.143 0.388
H 5.652840 0.018435 5.975767 0.044 -0.131 0.392
H 6.671073 -0.619142 4.707153 0.065 0.333 0.055
H 7.081786 -1.156491 7.433766 -0.237 0.002 0.023
C 3.521361 4.705102 -5.071928 1.710 0.028 -3.849
C 3.293241 4.208980 -3.738096 0.069 -0.969 0.099
O 2.384215 5.108936 -3.191517 -0.616 0.475 1.868
H 4.332032 4.218506 -5.614269 0.430 -0.544 0.278
H 3.827050 5.744847 -5.188478 -0.445 0.221 0.555
H 2.712809 4.487911 -5.769914 -0.526 0.395 0.356
H 4.205368 4.119935 -3.148029 0.072 0.063 0.112
H 2.860425 3.211909 -3.819469 -0.138 -0.139 0.342
H 2.927400 5.585800 -2.559728 -0.590 0.451 0.237
C 0.325916 -0.474449 -0.027543 0.513 0.926 -0.276
C 0.142828 0.705960 0.934631 -1.870 -0.239 -0.157
O -1.287261 1.000086 0.860240 0.090 -0.203 0.998
H -0.102018 -1.444752 0.224387 -0.045 0.285 0.772
H 1.382932 -0.617658 -0.251840 -0.013 -0.066 -0.337
H -0.261513 -0.146825 -0.885267 0.529 -0.211 -0.509
H 0.640963 1.648130 0.705986 0.584 -0.407 -0.490
H 0.391924 0.479991 1.971444 -0.216 -0.121 0.033
H -1.490323 1.714102 0.251511 0.399 0.032 -0.040
C 5.956920 7.453108 3.037155 0.589 -0.211 -1.056
C 5.306431 6.050578 3.069994 -0.820 1.974 0.546
O 6.174658 5.101965 3.536913 1.826 -1.713 0.295
H 5.578214 8.213254 2.353889 -1.326 0.010 0.462
H 6.917386 7.424632 2.522571 0.638 -0.686 0.639
H 6.062613 7.823081 4.056986 0.118 0.214 -0.207
H 4.914565 5.707071 2.112623 -0.106 0.202 0.067
H 4.556626 6.102084 3.859448 -1.035 0.218 -0.677
H 6.200367 5.132800 4.496076 0.112 -0.011 -0.071
C -2.819579 3.612309 -5.652659 -0.620 -0.103 1.175
C -2.921684 4.758535 -4.550918 1.632 -1.816 -2.468
O -2.433502 4.193100 -3.339419 -0.773 0.689 0.301
H -3.062325 3.918764 -6.670145 -0.185 0.031 0.128
H -3.419899 2.769317 -5.310467 -0.765 0.183 -0.298
H -1.867074 3.082490 -5.664090 0.626 0.796 0.027
H -3.924962 5.183828 -4.525375 0.053 -0.348 0.669
H -2.250455 5.513228 -4.960803 0.018 0.535 0.539
H -1.474955 4.178709 -3.390274 0.044 0.048 -0.040
C 0.140204 -7.692465 -2.400349 1.019 -0.167 -0.046
C -1.203297 -7.083414 -2.579253 -0.614 -0.800 -0.315
O -2.066494 -7.481609 -1.522093 -0.323 0.380 0.039
H 0.620340 -7.253845 -1.525600 0.212 -0.099 0.022
H 0.757632 -7.508597 -3.279587 0.168 0.205 -0.011
H 0.114434 -8.776237 -2.286895 -0.269 0.040 0.165
H -1.668725 -7.510119 -3.467725 -0.047 0.149 -0.173
H -1.104909 -6.010875 -2.746874 -0.299 0.204 0.324
H -2.025941 -6.872301 -0.781361 0.145 0.100 0.040
```
Forces are in eV/Å.

Molar mass in g/mol: 506.76
Total energy in eV: -46399.933
Net charge: 0
HOMO energy in eV: -10.05
SMILES: CCO.CCO.CCO.CCO.CCO.CCO.CCO.CCO.CCO.CCO.CCO
Multiplicity: 1

Atom charges from the Mulliken analysis, given in e for atoms 1 to 5: C -0.9289; C -0.2274; O -0.5213; H 0.2526; H 0.3274